[1]
{
  "formula": "C37H35BBrF2N6O3S2W",
  "method": "wB97M-V/def2-TZVPD",
  "homo_ha": [-0.3468, -0.3664],
  "lumo_energy_ev": [-3.37, -3.83],
  "charge": 1,
  "multiplicity": 3,
  "relative_energy_ev": 0.740,
  "species": ["W", "O", "C", "C", "C", "C", "C", "C", "C", "N", "N", "C", "O", "C", "C", "C", "C", "C", "C", "H", "H", "H", "H", "H", "H", "H", "H", "H", "H", "Br", "C", "C", "C", "C", "C", "C", "N", "C", "C", "C", "C", "C", "C", "N", "H", "H", "H", "H", "H", "H", "H", "H", "H", "C", "S", "O", "C", "C", "C", "C", "C", "C", "H", "H", "H", "H", "H", "H", "H", "H", "S", "C", "N", "C", "C", "C", "N", "H", "H", "H", "H", "H", "H", "H", "H", "F", "B", "F"],
  "coordinates": [[-0.113, -1.281, 0.391], [0.367, -0.106, 1.994], [0.952, 1.056, 2.175], [0.868, 1.658, 3.439], [1.575, 2.804, 3.721], [2.371, 3.413, 2.742], [2.451, 2.840, 1.497], [1.759, 1.656, 1.187], [2.006, 1.032, -0.071], [1.476, -0.069, -0.483], [2.014, -0.546, -1.675], [1.579, -1.729, -1.959], [0.686, -2.354, -1.231], [2.074, -2.415, -3.171], [3.022, -1.818, -4.000], [3.452, -2.471, -5.142], [2.943, -3.722, -5.467], [2.000, -4.322, -4.643], [1.566, -3.671, -3.499], [0.261, 1.171, 4.192], [1.525, 3.230, 4.716], [2.940, 4.302, 2.977], [3.079, 3.281, 0.731], [2.750, 1.472, -0.731], [3.412, -0.844, -3.737], [4.189, -2.005, -5.782], [3.283, -4.230, -6.360], [1.606, -5.298, -4.891], [0.833, -4.128, -2.848], [5.420, -1.242, 5.398], [4.014, -1.713, 4.225], [2.867, -2.293, 4.735], [1.831, -2.624, 3.874], [1.956, -2.373, 2.517], [3.108, -1.784, 2.013], [4.146, -1.460, 2.868], [0.873, -2.667, 1.631], [0.439, -3.889, 1.587], [-0.739, -4.165, 0.815], [-1.283, -5.440, 0.683], [-2.448, -5.604, -0.035], [-3.051, -4.482, -0.599], [-2.459, -3.251, -0.429], [-1.325, -3.084, 0.259], [2.774, -2.473, 5.797], [0.907, -3.038, 4.261], [3.190, -1.589, 0.951], [5.052, -1.011, 2.485], [0.941, -4.675, 2.141], [-0.783, -6.280, 1.147], [-2.889, -6.584, -0.153], [-3.972, -4.561, -1.158], [-2.884, -2.348, -0.847], [-1.278, -0.922, -3.754], [-1.013, 0.310, -2.477], [-1.301, -0.483, -1.182], [-2.507, 1.232, -2.753], [-2.422, 2.326, -3.599], [-3.573, 3.045, -3.879], [-4.778, 2.678, -3.294], [-4.840, 1.590, -2.433], [-3.698, 0.854, -2.160], [-2.242, -1.398, -3.582], [-0.467, -1.644, -3.714], [-1.276, -0.403, -4.712], [-1.467, 2.623, -4.014], [-3.527, 3.902, -4.536], [-5.672, 3.251, -3.502], [-5.778, 1.320, -1.967], [-3.721, 0.026, -1.464], [-1.366, 2.465, -0.048], [-1.166, 3.795, 0.974], [-1.756, 3.813, 2.177], [-1.628, 4.894, 3.142], [-1.398, 6.201, 2.404], [-0.229, 6.037, 1.449], [-0.462, 4.875, 0.601], [-2.248, 2.969, 2.421], [-0.797, 4.693, 3.825], [-2.543, 4.939, 3.732], [-1.191, 7.001, 3.113], [-2.296, 6.467, 1.844], [0.702, 5.913, 2.010], [-0.123, 6.913, 0.811], [-0.026, 4.810, -0.302], [-2.639, 0.238, 1.991], [-1.883, -0.838, 1.834], [-1.999, -1.770, 2.807]],
  "lowdin_charge": [1.6594, -0.2596, -0.3287, 0.0041, -0.0709, -0.0923, -0.0359, -0.1731, -0.0550, -0.1208, 0.0838, -0.4658, -0.1980, -0.1685, -0.0233, -0.0690, -0.0737, -0.0705, -0.0337, 0.1273, 0.1106, 0.1048, 0.1186, 0.1428, 0.1104, 0.1074, 0.1072, 0.1059, 0.1109, 0.7666, -0.6858, -0.1056, -0.0061, -0.2644, -0.0100, -0.1015, -0.0439, -0.0248, -0.2319, 0.0180, -0.0235, -0.0133, -0.0804, -0.0456, 0.1082, 0.1269, 0.1128, 0.1090, 0.1522, 0.1275, 0.1207, 0.1182, 0.1115, -0.1779, 0.9794, -0.6931, -0.4704, -0.0922, -0.0604, -0.0598, -0.0539, -0.0823, 0.0730, 0.0398, 0.0755, 0.1169, 0.1117, 0.1107, 0.1125, 0.1078, 0.7318, -0.8132, 0.0235, -0.1650, -0.1578, -0.1677, 0.0185, 0.1212, 0.1107, 0.1249, 0.1204, 0.1244, 0.1109, 0.1235, 0.1214, 0.1585, -0.6493, 0.1366]
}



[2]
{
  "formula": "C12H35N3O5Sr",
  "method": "wB97M-V/def2-TZVPD",
  "homo_ha": -0.2402,
  "lumo_energy_ev": -2.60,
  "charge": 0,
  "multiplicity": 1,
  "relative_energy_ev": 11.142,
  "species": ["Sr", "O", "H", "O", "H", "C", "C", "C", "O", "C", "N", "H", "H", "H", "H", "H", "H", "H", "H", "H", "H", "H", "C", "C", "C", "O", "C", "N", "H", "H", "H", "H", "H", "H", "H", "H", "H", "H", "H", "C", "C", "C", "O", "C", "N", "H", "H", "H", "H", "H", "H", "H", "H", "H", "H", "H"],
  "coordinates": [[-0.797, 0.087, -2.910], [-2.675, -3.697, -3.419], [-2.757, -4.338, -4.152], [-1.754, 3.277, -5.536], [-2.219, 3.253, -6.395], [1.665, -0.067, 4.434], [2.248, -1.283, 3.713], [2.537, -2.445, 4.612], [3.622, -2.138, 5.566], [4.127, -3.309, 6.123], [1.287, -1.550, 2.605], [2.447, 0.415, 5.021], [0.980, -0.366, 5.227], [1.305, 0.703, 3.752], [3.116, -0.964, 3.135], [2.940, -3.208, 3.946], [1.650, -2.754, 5.165], [3.426, -3.758, 6.828], [4.923, -2.943, 6.771], [4.454, -4.028, 5.372], [1.494, -2.509, 2.367], [0.392, -1.695, 3.049], [5.032, -1.345, -3.206], [4.416, -0.320, -4.232], [3.741, -1.091, -5.389], [2.480, -1.640, -5.157], [2.050, -2.505, -6.212], [3.453, 0.576, -3.626], [5.514, -2.166, -3.738], [4.230, -1.762, -2.596], [5.779, -0.887, -2.558], [5.145, 0.281, -4.776], [4.343, -1.942, -5.707], [3.632, -0.399, -6.224], [2.279, -2.159, -7.220], [0.973, -2.662, -6.164], [2.585, -3.448, -6.104], [3.399, 1.336, -4.289], [3.836, 1.039, -2.814], [-6.602, 2.696, -0.542], [-5.394, 2.954, 0.385], [-5.824, 3.543, 1.758], [-4.667, 3.535, 2.607], [-4.948, 4.002, 3.942], [-4.684, 1.706, 0.451], [-6.289, 2.070, -1.378], [-7.079, 3.600, -0.921], [-7.368, 2.084, -0.067], [-4.699, 3.670, -0.054], [-6.535, 2.933, 2.315], [-6.197, 4.557, 1.619], [-4.706, 5.062, 4.021], [-4.386, 3.534, 4.750], [-5.995, 3.885, 4.221], [-5.375, 1.019, 0.189], [-4.549, 1.557, 1.441]],
  "lowdin_charge": [1.5010, -0.6193, -0.1628, -0.6152, -0.1596, -0.0681, -0.4470, -0.1741, -0.1867, -0.1421, 0.0247, 0.0735, 0.0805, 0.0772, 0.1365, 0.1169, 0.1328, 0.0850, 0.0912, 0.0872, 0.0549, 0.0620, -0.0387, -0.4080, -0.2384, -0.2164, -0.0884, 0.0238, 0.0718, 0.0755, 0.0682, 0.1315, 0.1192, 0.1229, 0.0876, 0.0907, 0.0893, 0.0776, 0.0713, -0.0645, -0.4369, -0.1836, -0.2089, -0.0967, 0.0314, 0.0761, 0.0781, 0.0782, 0.1303, 0.1211, 0.1271, 0.0821, 0.0812, 0.0790, 0.0571, 0.0613]
}



[3]
{
  "formula": "C25H31ClN4O2S",
  "method": "wB97M-V/def2-TZVPD",
  "homo_ha": -0.2884,
  "lumo_energy_ev": 0.50,
  "charge": 0,
  "multiplicity": 1,
  "species": ["C", "H", "O", "C", "C", "C", "C", "C", "C", "N", "C", "N", "C", "H", "C", "H", "C", "N", "C", "C", "O", "C", "C", "H", "H", "H", "H", "H", "H", "H", "H", "H", "H", "H", "H", "C", "C", "C", "N", "C", "C", "C", "C", "C", "C", "H", "H", "H", "H", "C", "H", "H", "H", "H", "H", "H", "S", "H", "H", "H", "Cl", "H", "H", "H"],
  "coordinates": [[-3.369, -1.960, -0.972], [-4.372, -2.039, -0.543], [-2.609, -0.973, -0.316], [-3.095, 0.309, -0.279], [-4.243, 0.728, -0.924], [-4.643, 2.054, -0.812], [-3.922, 2.958, -0.059], [-2.774, 2.537, 0.593], [-2.337, 1.226, 0.486], [-1.223, 0.694, 1.125], [-0.095, 1.288, 1.601], [0.799, 0.452, 2.188], [2.032, 0.953, 2.759], [2.157, 0.502, 3.748], [3.256, 0.644, 1.892], [4.158, 0.778, 2.490], [3.344, 1.571, 0.680], [4.528, 1.289, -0.115], [4.967, 2.434, -0.895], [6.281, 2.086, -1.594], [6.138, 0.964, -2.435], [5.685, -0.144, -1.698], [4.356, 0.154, -1.003], [4.050, -0.720, -0.426], [3.589, 0.363, -1.774], [5.574, -0.964, -2.410], [6.430, -0.418, -0.936], [6.610, 2.907, -2.232], [7.048, 1.882, -0.832], [5.127, 3.280, -0.225], [4.217, 2.720, -1.654], [3.414, 2.599, 1.040], [2.423, 1.504, 0.078], [3.217, -0.399, 1.574], [1.930, 2.033, 2.880], [0.537, -0.968, 2.341], [0.437, -1.714, 1.041], [0.927, -1.342, -0.181], [0.644, -2.287, -1.122], [-0.044, -3.302, -0.521], [-0.559, -4.479, -1.053], [-1.231, -5.326, -0.198], [-1.391, -5.017, 1.157], [-0.882, -3.856, 1.691], [-0.198, -2.978, 0.850], [-1.009, -3.627, 2.739], [-1.926, -5.708, 1.790], [-1.645, -6.248, -0.578], [-0.439, -4.722, -2.098], [0.985, -2.216, -2.513], [0.084, -2.215, -3.131], [1.604, -3.070, -2.801], [1.542, -1.301, -2.702], [1.450, -0.446, -0.453], [1.354, -1.385, 2.936], [-0.389, -1.116, 2.915], [0.202, 2.915, 1.466], [-1.185, -0.314, 1.014], [-2.211, 3.238, 1.183], [-4.249, 3.981, 0.027], [-6.078, 2.558, -1.635], [-4.834, 0.050, -1.517], [-3.446, -1.757, -2.044], [-2.833, -2.894, -0.815]],
  "lowdin_charge": [-0.0578, 0.1034, -0.0918, -0.1936, -0.0499, -0.6775, -0.1058, -0.0447, -0.1660, 0.0947, -0.7469, -0.1169, -0.2047, 0.1235, -0.1465, 0.1193, -0.2200, -0.1712, -0.1697, -0.1978, -0.1326, -0.1984, -0.1802, 0.1143, 0.1242, 0.1239, 0.1280, 0.1246, 0.1261, 0.1247, 0.1332, 0.1166, 0.0964, 0.0974, 0.0577, -0.0971, -0.1682, -0.0051, -0.0847, -0.1934, -0.0253, -0.0997, -0.0966, -0.0197, -0.1318, 0.1098, 0.0991, 0.1003, 0.1076, -0.0117, 0.0965, 0.0973, 0.0870, 0.1148, 0.1343, 0.1382, 0.7197, 0.1053, 0.0364, 0.1052, 0.6664, 0.1002, 0.1012, 0.0778]
}



[4]
{
  "formula": "C15H20Br24N4O5PS2",
  "method": "wB97M-V/def2-TZVPD",
  "homo_ha": -0.4275,
  "lumo_energy_ev": -3.37,
  "charge": 1,
  "multiplicity": 1,
  "species": ["C", "C", "O", "O", "C", "O", "C", "C", "N", "C", "N", "P", "S", "N", "N", "S", "C", "O", "O", "H", "H", "H", "H", "H", "H", "H", "H", "H", "H", "H", "H", "C", "Br", "Br", "Br", "H", "C", "Br", "Br", "Br", "H", "C", "Br", "Br", "Br", "H", "C", "Br", "Br", "Br", "H", "C", "Br", "Br", "Br", "H", "C", "Br", "Br", "Br", "H", "C", "Br", "Br", "Br", "H", "C", "Br", "Br", "Br", "H"],
  "coordinates": [[6.482, -2.712, 1.468], [6.900, -1.370, 0.961], [7.842, -0.788, 1.415], [6.147, -0.875, -0.131], [5.486, 0.279, 0.117], [5.760, 1.071, 0.976], [4.331, 0.605, -0.863], [3.087, -0.018, -0.303], [2.233, 0.590, 0.483], [1.313, -0.304, 0.829], [0.311, -0.052, 1.668], [-0.756, -1.350, 2.179], [0.198, -2.416, 3.501], [1.541, -1.471, 0.241], [2.664, -1.285, -0.495], [3.230, -2.644, -1.408], [3.485, -3.899, -0.157], [4.418, -2.302, -2.090], [2.179, -3.095, -2.247], [6.671, -3.452, 0.699], [5.455, -2.728, 1.805], [7.104, -2.978, 2.306], [4.598, 0.230, -1.852], [4.241, 1.675, -0.839], [0.224, 0.883, 2.038], [-1.906, -0.793, 2.757], [-1.023, -2.236, 1.099], [1.017, -2.335, 0.272], [3.659, -3.376, 0.772], [4.315, -4.521, -0.448], [2.548, -4.429, -0.049], [-3.514, 1.852, 3.384], [-3.435, 1.232, 1.560], [-3.298, 0.405, 4.637], [-2.247, 3.261, 3.701], [-4.502, 2.265, 3.537], [4.337, 0.067, -5.538], [2.995, 0.141, -4.151], [3.547, 0.176, -7.284], [5.692, 1.405, -5.267], [4.816, -0.897, -5.460], [-2.059, -2.557, -2.169], [-0.775, -1.477, -3.079], [-1.238, -3.598, -0.765], [-3.495, -1.479, -1.488], [-2.483, -3.259, -2.873], [-4.438, 6.084, 5.489], [-4.757, 4.700, 6.793], [-5.680, 5.978, 4.018], [-4.431, 7.830, 6.293], [-3.451, 5.915, 5.083], [7.071, -7.354, 1.064], [8.381, -6.284, 0.146], [7.833, -8.314, 2.541], [5.562, -6.283, 1.622], [6.699, -8.084, 0.360], [-7.043, 5.587, -0.365], [-7.831, 5.906, 1.359], [-6.014, 7.093, -0.974], [-6.006, 3.961, -0.379], [-7.853, 5.449, -1.063], [-3.487, 0.892, -5.047], [-4.728, 1.279, -6.462], [-1.660, 1.107, -5.615], [-3.846, 1.938, -3.468], [-3.620, -0.146, -4.780], [-11.808, 4.166, -0.076], [-10.582, 5.220, -1.126], [-10.881, 3.085, 1.219], [-13.157, 5.263, 0.742], [-12.309, 3.493, -0.756]],
  "lowdin_charge": [0.0083, -0.4283, 0.1897, 0.0956, -0.4300, 0.1763, 0.0130, -0.2255, 0.2508, -0.4118, -0.0609, 0.3499, 0.1425, 0.1530, -0.0683, 0.6155, -0.1113, -0.2449, -0.2921, 0.0581, 0.0728, 0.0983, 0.0683, 0.1405, 0.1264, -0.1318, -0.1462, 0.0866, 0.0506, 0.0458, 0.0747, -1.5943, 0.5519, 0.6293, 0.5991, -0.0234, -1.6226, 0.6085, 0.6112, 0.6006, -0.0243, -1.5746, 0.6098, 0.6651, 0.5947, -0.0141, -1.6563, 0.5590, 0.5323, 0.5941, -0.0625, -1.6274, 0.5916, 0.6112, 0.5961, -0.0271, -1.6440, 0.5294, 0.5982, 0.5410, -0.1057, -1.6530, 0.6048, 0.5456, 0.5364, -0.0478, -1.6274, 0.5998, 0.5665, 0.5931, -0.0299]
}



[5]
{
  "formula": "C4H12N3",
  "method": "wB97M-V/def2-TZVPD",
  "homo_ha": -0.4955,
  "lumo_energy_ev": -3.99,
  "charge": 1,
  "multiplicity": 1,
  "relative_energy_ev": 7.012,
  "species": ["C", "C", "C", "C", "N", "N", "N", "H", "H", "H", "H", "H", "H", "H", "H", "H", "H", "H", "H"],
  "coordinates": [[3.415, -0.568, 0.043], [2.592, 0.456, 0.039], [0.159, -1.507, -0.511], [0.297, -0.074, -0.362], [-0.276, 2.035, 0.600], [-0.513, 0.764, 0.098], [-3.331, -0.017, 0.111], [4.454, -0.276, 0.433], [3.211, -1.702, 0.079], [2.606, 1.450, 0.254], [0.788, -1.928, -1.177], [0.263, -1.927, 0.466], [-0.791, -1.911, -0.682], [-1.062, 2.650, 0.442], [0.644, 2.442, 0.379], [-1.598, 0.600, 0.001], [-4.201, 0.610, -0.025], [-3.272, -0.221, -0.815], [-3.386, -0.874, 0.625]],
  "lowdin_charge": [-0.0331, 0.0895, -0.0488, -0.0489, 0.0973, -0.0452, 0.0395, 0.1086, 0.1075, 0.0073, 0.0518, 0.1071, 0.0715, 0.1089, 0.1067, 0.1380, 0.1123, -0.0170, 0.0469]
}



The calculation returns the following electronic energy values, one per record and in order: -5647.2734 -1049.0211 -2199.1313 -64092.5089 -323.4206 hartree.